Record 1
The following is a DFT calculation (ωB97M-V/def2-TZVPD) of an isolated molecule of CHF3OS2 in a non-equilibrium geometry.

- SMILES string = O=[S@H](=S)C(F)(F)F
- HOMO-LUMO gap (eV) = 9.8
- HOMO (eV) = -10.26
- 2S+1 = 1
- total charge = 0

Geometry as XYZ:
```
8
Properties=species:S:1:pos:R:3:mulliken_charge:R:1
F -0.6745 -1.3292 -1.0583 -0.2384
C -0.8636 -0.4706 -0.0162 0.7196
S 0.8578 0.4529 0.1568 0.4188
F -1.2204 -1.1607 1.0100 -0.1734
O 1.4765 -0.2710 1.2715 -0.5237
S 0.6453 2.3474 0.1589 -0.2265
F -1.7647 0.4388 -0.3492 -0.1958
H 1.5434 -0.0076 -1.1736 0.2193
```

Record 2
The following is a DFT calculation (ωB97M-V/def2-TZVPD) of a structure of composition F2HNaOP in a non-equilibrium geometry.

- HOMO-LUMO gap (alpha / beta) (eV) = 8.1 / 7.1
- HOMO (alpha / beta) (eV) = -8.82 / -8.82
- 2S+1 = 2
- total charge = 0

Geometry as XYZ:
```
6
Properties=species:S:1:pos:R:3:mulliken_charge:R:1
Na 1.1631 0.9275 -0.0101 0.9119
F 0.2259 -1.5800 -0.1316 -0.2573
F 2.9753 1.0426 -0.8489 -0.9408
P -1.3626 -1.4131 0.3315 0.4204
H -1.8423 0.8010 0.1332 0.3618
O -1.1595 0.2220 0.5258 -0.4960
```

Record 3
The following is a DFT calculation (ωB97M-V/def2-TZVPD) of a structure of composition C31H34MoN7O4 in a non-equilibrium geometry.

- HOMO-LUMO gap (eV) = 6.3
- HOMO (eV) = -9.74
- 2S+1 = 1
- total charge = +1

Geometry as XYZ:
```
77
Properties=species:S:1:pos:R:3:mulliken_charge:R:1
O 2.0325 -0.4991 -0.6655 -0.6311
H 0.5335 3.6117 1.2121 0.2510
O -1.6266 0.7986 -1.8376 -0.0186
C 3.4704 -1.4622 2.5503 -0.2456
H 0.8577 -3.0433 3.3980 0.5099
C -2.1643 -2.0586 -1.0323 -0.5126
C -3.9310 -3.7450 3.5056 -0.6982
C 3.9022 3.4161 -6.4233 -0.4237
H -3.6796 -3.1357 2.6327 0.1928
C 2.7502 3.9612 -4.3841 -0.3718
H -2.5837 -2.0700 6.7979 0.4660
C 0.4687 -2.1423 5.3010 -0.6784
H -4.0552 2.9459 -2.2526 0.4234
H -1.3859 1.4745 3.6839 0.5387
N 0.5312 2.2773 -1.2175 1.4902
H 2.3836 4.6845 -3.6680 0.4550
H 4.0658 1.3275 -6.8836 0.4074
C 0.4261 0.3496 3.7079 -0.7128
H -0.4620 -2.1077 0.1271 0.2420
C -1.7183 2.9873 -1.0111 -1.0309
C 3.4367 4.3622 -5.5168 -0.6483
C -1.2208 -3.1524 3.8991 -0.4458
C 0.0813 4.1075 0.3491 -1.2451
H 0.9129 -2.0797 -2.3892 0.2870
H -3.4374 1.8634 -3.5095 0.3252
N 0.2564 0.5151 0.9297 0.4313
C -0.6795 1.0331 1.7008 -0.2792
H -1.6318 -1.1428 -3.5282 0.2300
H -4.2187 1.1821 -2.0864 0.3142
C -0.4180 3.0741 -0.5959 0.6344
C 1.3890 -0.3186 2.9231 -0.0175
H -0.7400 -2.5340 -4.1440 0.4881
N -1.0826 -1.3962 -0.2553 -0.1602
H 0.5022 0.3625 4.7854 0.7378
H -0.8853 -3.5817 -1.8516 0.3049
C -3.5705 1.9888 -2.4335 -1.5433
C 0.0993 -2.7882 4.1271 -0.2976
N 1.7943 -1.6961 5.6278 -0.5265
C 3.6886 2.0658 -6.1879 -0.7019
C -0.4968 -1.9319 6.2839 0.0681
H -0.1881 -1.4812 7.2198 0.4768
H 4.1628 -1.5916 0.4899 0.5240
C -1.8168 -2.2631 6.0584 -0.7211
C -0.9607 -1.9528 -3.2481 -0.5888
H -2.8331 -1.2782 -1.3887 0.2576
H 0.7700 -0.8758 -3.4649 0.3351
C 1.2835 -0.1606 1.5292 0.5744
C 1.7446 2.1688 -2.9784 0.6656
C 2.2598 -0.6797 0.6278 1.1805
H -2.7302 -2.7292 -0.3828 0.3942
H -0.7152 4.7651 0.6925 0.4099
Mo 0.2968 0.3415 -1.2465 -0.1179
N 2.6710 -1.5210 4.7624 -0.3914
O -3.5112 -3.1179 4.7055 -0.4416
C -2.1922 -2.8595 4.8559 0.9268
C -1.6116 -2.8407 -2.2080 -0.8363
H -1.5109 1.5084 1.1934 0.7218
H -3.4867 -4.7368 3.4000 0.3442
H -1.4817 -3.6688 2.9859 0.4624
C 2.5221 2.6063 -4.1538 0.4653
C -2.2386 1.9040 -1.7663 0.8748
H 4.4333 3.7315 -7.3122 0.3968
N 1.3641 2.9975 -2.0633 -1.2666
H -1.5100 -0.9351 0.5400 0.1860
H -5.0096 -3.8399 3.5764 0.2610
C 2.9975 1.6610 -5.0551 -0.2696
H -2.3975 3.7810 -0.7250 0.4136
H 0.8691 4.6881 -0.1340 0.3540
C -0.6102 1.0000 3.0984 -1.8696
H 2.8388 0.6093 -4.8578 0.3131
C 3.3703 -1.2736 1.1551 -0.9293
H 4.3416 -1.9422 2.9793 0.4750
H -2.4260 -3.3979 -2.6719 0.4097
N 0.2785 -1.3501 -2.7090 -0.0858
O 1.3451 0.9236 -2.8987 -0.6498
H 3.6131 5.4145 -5.6971 0.3992
C 2.4740 -1.1082 3.4226 -0.2626
```

Record 4
The following is a DFT calculation (ωB97M-V/def2-TZVPD) of an isolated molecule of C5H4O in a non-equilibrium geometry.

- HOMO-LUMO gap (alpha / beta) (eV) = 7.3 / 7.3
- HOMO (alpha / beta) (eV) = -7.57 / -7.57
- 2S+1 = 1
- total charge = 0

Geometry as XYZ:
```
10
Properties=species:S:1:pos:R:3:mulliken_charge:R:1
H -1.5900 -2.0522 -0.5967 0.3776
C 0.8635 0.0133 0.5759 0.0905
H 1.3236 0.6887 -1.2840 0.2777
C -1.9837 0.0793 -0.1142 0.6084
C 1.5244 0.8028 -0.2769 -0.9506
C 0.0339 -1.0543 0.1922 -0.1922
C -1.2913 -1.0848 -0.2276 -0.5022
H 1.2264 -0.0590 1.7059 0.2103
H 2.1855 1.4697 -0.0343 0.3752
O -2.2925 1.1964 0.0597 -0.2947
```

The energy relative to the best compared isomer or geometry (same formula, charge and spin) results, record by record, are as follows: 0.3782; 0.0355; 0.7523; 3.4883 eV.
The calculated total energy results, record by record, are as follows: -32921.332; -21204.785; -53169.875; -7292.220 eV.